Density functional theory data (ωB97M-V/def2-TZVPD) for a structure of composition C42H57Cl3N5NdSSi at a distorted geometry.

```
! RIJCOSX wB97M-V def2-TZVPD def2/J DEFGRID3
* xyz 0 4
Nd 0.330 0.428 -0.316
N -0.076 -0.049 2.652
C -1.109 -0.895 3.267
C -2.371 -0.919 2.395
C -2.670 -2.301 1.817
C -1.589 -2.813 0.868
N -1.344 -1.873 -0.233
H 0.808 -0.211 3.137
H -0.301 0.919 2.889
H -1.354 -0.555 4.283
H -0.715 -1.904 3.365
H -2.235 -0.222 1.564
H -3.235 -0.589 2.974
H -3.622 -2.256 1.283
H -2.781 -3.021 2.629
H -1.898 -3.802 0.501
H -0.644 -2.940 1.397
H -2.233 -1.668 -0.694
H -0.764 -2.346 -0.929
C -4.778 2.669 4.760
C -3.589 3.298 4.015
C -3.539 4.802 4.308
C -2.290 2.657 4.504
C -3.781 3.096 2.521
C -4.972 3.532 1.926
C -5.219 3.379 0.579
C -4.255 2.755 -0.194
S -4.272 2.383 -1.888
C -2.696 1.619 -1.706
N -2.209 1.655 -0.496
C -3.054 2.294 0.373
C -2.824 2.487 1.733
C -2.080 0.925 -2.812
C -2.682 1.004 -4.074
C -2.203 0.245 -5.118
C -1.117 -0.592 -4.896
C -0.496 -0.614 -3.654
C -0.924 0.135 -2.539
H -4.612 2.704 5.834
H -4.910 1.630 4.466
H -5.701 3.203 4.549
H -3.418 4.974 5.374
H -4.452 5.296 3.984
H -2.700 5.256 3.788
H -2.200 2.765 5.580
H -1.429 3.138 4.051
H -2.278 1.596 4.270
H -5.729 4.008 2.529
H -6.142 3.723 0.139
H -1.871 2.168 2.119
H -3.530 1.663 -4.226
H -2.666 0.297 -6.094
H -0.749 -1.214 -5.704
H 0.380 -1.247 -3.548
C 1.204 -3.636 3.541
C 1.962 -2.886 2.442
C 3.335 -2.456 2.968
C 2.135 -3.700 1.182
C 2.384 -5.062 1.260
C 2.626 -5.809 0.125
C 2.608 -5.193 -1.110
C 2.377 -3.830 -1.233
C 2.401 -3.220 -2.621
C 1.326 -3.854 -3.510
C 3.783 -3.382 -3.263
C 2.142 -3.069 -0.071
N 2.005 -1.659 -0.213
C 3.141 -1.114 -0.595
C 3.341 0.096 -1.263
C 4.579 0.480 -1.828
C 4.320 1.558 -2.639
C 2.937 1.820 -2.534
N 2.341 0.947 -1.711
C 2.166 2.880 -3.288
C 1.154 3.572 -2.368
C 1.399 2.204 -4.436
C 3.123 3.942 -3.845
H 0.938 -2.954 4.346
H 1.819 -4.418 3.979
H 0.295 -4.093 3.155
H 1.410 -1.980 2.167
H 3.947 -3.336 3.165
H 3.235 -1.890 3.894
H 3.844 -1.831 2.237
H 2.419 -5.548 2.222
H 2.842 -6.864 0.201
H 2.807 -5.783 -1.992
H 2.187 -2.149 -2.547
H 1.532 -4.906 -3.692
H 1.295 -3.345 -4.472
H 0.344 -3.768 -3.048
H 4.057 -4.431 -3.350
H 4.546 -2.876 -2.676
H 3.789 -2.949 -4.261
H 4.052 -1.715 -0.505
H 5.517 -0.017 -1.668
H 5.034 2.079 -3.249
H 0.441 2.847 -1.953
H 0.592 4.324 -2.921
H 1.670 4.075 -1.554
H 0.681 1.499 -4.022
H 2.078 1.662 -5.089
H 0.865 2.941 -5.036
H 3.738 4.352 -3.045
H 2.561 4.757 -4.298
H 3.774 3.523 -4.608
Cl -0.164 4.148 0.823
Si 1.389 2.691 1.235
Cl 1.337 2.855 3.394
Cl 3.130 3.802 0.877
*
```

## Properties
LUMO level (spin up / spin down) in eV: -0.2 / -0.1
E_tot in eV: -123493.9266
ΔE to the lowest compared entry with this formula, charge and spin in kJ/mol: 2.7
Orbital gap (spin up / spin down) in eV: 7.498 / 7.548